Entry 1:
Formula: C43H63BrCrN2O5P
Source: the OMol25 dataset
Level of theory: ωB97M-V with the def2-TZVPD basis set

Each line ends with the Mulliken charge.
Element x y z (Å)
Cr -0.720678 1.415101 1.170803  0.042
O -3.163754 -0.799128 0.601348  -0.609
C -3.805645 0.454338 0.514459  -0.686
C -3.666613 1.291341 1.765548  0.722
C -4.792910 1.700401 2.451883  -0.623
C -4.680095 2.482819 3.594321  -0.710
C -3.386911 2.789306 4.020573  -1.050
C -2.311748 2.337834 3.301285  -0.357
N -2.409125 1.608150 2.166396  0.713
H -2.202142 -0.643350 0.603207  -0.365
H -4.866732 0.245123 0.337084  0.495
H -3.410515 1.021481 -0.341665  -0.114
H -5.768277 1.410626 2.086986  0.425
H -5.549866 2.829020 4.132118  0.408
H -3.223347 3.370298 4.916159  0.478
H -1.303051 2.569527 3.619243  0.418
Br -3.633213 8.366973 -3.271468  -0.234
C -3.043195 6.843867 -2.278769  0.154
C -2.439398 7.042236 -1.040240  -0.775
C -2.028829 5.945633 -0.321237  -0.185
C -2.207844 4.645303 -0.818729  0.134
C -2.822468 4.478932 -2.069386  0.112
C -3.243785 5.566918 -2.797056  -0.763
C -1.714710 3.495631 -0.031173  0.463
O -1.232525 3.712620 1.110744  -0.822
O -1.770135 2.334970 -0.522692  -0.463
H -2.295637 8.041994 -0.653648  0.416
H -1.559735 6.054141 0.646040  0.439
H -2.962462 3.476552 -2.448447  0.447
H -3.718990 5.446435 -3.761795  0.423
C 4.684367 0.771912 2.956294  -0.860
N 3.464731 0.219928 3.494991  -0.050
C 3.430981 -1.215071 3.302670  -0.495
C 2.284030 0.923929 2.986062  0.679
C 1.012632 0.385976 3.595161  -0.780
C 1.059964 0.015315 4.935737  -0.001
C -0.003249 -0.628100 5.538066  -1.004
C -1.100730 -0.947568 4.757308  -0.896
C -1.159474 -0.521389 3.442118  0.291
C -0.147822 0.229556 2.811245  0.556
H 4.749645 0.665326 1.858754  0.148
H 5.540446 0.258998 3.400809  0.345
H 4.753251 1.831970 3.201163  0.313
H 2.435448 -1.589884 3.519830  0.150
H 3.709482 -1.520454 2.282418  -0.046
H 4.136536 -1.679960 3.997108  0.415
H 2.195651 0.871439 1.890956  -0.599
H 2.415892 1.975948 3.263306  0.430
H 1.958426 0.223867 5.501709  0.403
H 0.031424 -0.896501 6.586067  0.365
H -1.921818 -1.511221 5.182474  0.435
H -2.051761 -0.795290 2.890143  0.281
O -0.312956 -1.051690 -0.159182  0.483
P 0.418667 -1.698091 -1.267577  -0.561
C -0.470884 -1.368802 -2.892017  0.625
C -1.993206 -1.240164 -2.775702  -0.292
C -2.791253 -2.462938 -3.214600  -0.644
C -2.338601 -2.952942 -4.585287  -1.049
C -0.862703 -3.324261 -4.549349  -0.700
C -0.000393 -2.131998 -4.137735  -0.707
C 2.004038 -0.713028 -1.518148  2.686
C 2.666107 -0.543295 -2.883609  -1.477
C 3.629188 -1.671780 -3.239608  -0.818
C 4.712047 -1.793423 -2.175115  -1.139
C 4.055226 -2.069594 -0.827358  -0.498
C 3.087187 -0.947297 -0.467842  0.339
C 0.730667 -3.519630 -0.894184  1.213
C -0.541253 -4.355438 -1.013298  -1.031
C -1.594250 -3.995063 0.033460  -0.497
C -0.971501 -3.802323 1.419984  -0.138
C 0.414056 -4.428908 1.477113  -1.438
C 1.326884 -3.663941 0.519774  -0.462
H -0.118190 -0.330504 -2.993009  0.078
H -2.305548 -0.397434 -3.397420  0.840
H -2.236406 -0.986148 -1.743653  -0.499
H -3.849649 -2.194672 -3.252623  0.508
H -2.687584 -3.264792 -2.485860  0.135
H -2.494759 -2.165391 -5.326405  0.402
H -2.930757 -3.820355 -4.888337  0.478
H -0.539107 -3.663092 -5.538145  0.466
H -0.710638 -4.156598 -3.861322  0.135
H 0.010608 -1.432876 -4.980629  0.541
H 1.022078 -2.485038 -3.990649  -0.161
H 1.527527 0.237640 -1.234516  -1.898
H 3.248053 0.382877 -2.840390  0.551
H 1.931344 -0.417521 -3.678244  0.556
H 4.077281 -1.469018 -4.216246  0.380
H 3.092974 -2.621182 -3.310095  0.211
H 5.284334 -0.863710 -2.126068  0.404
H 5.406055 -2.598587 -2.429942  0.535
H 4.818259 -2.162021 -0.049142  0.363
H 3.525266 -3.019921 -0.886467  0.069
H 3.668071 -0.023360 -0.373165  0.878
H 2.614682 -1.122050 0.497885  -1.479
H 1.442084 -3.883629 -1.643869  1.069
H -0.264319 -5.411194 -0.916474  0.531
H -0.973549 -4.238213 -2.003603  -0.152
H -2.342594 -4.793603 0.052298  0.600
H -2.099187 -3.074094 -0.253987  -0.066
H -1.617690 -4.224845 2.189682  0.689
H -0.860188 -2.736860 1.620131  -0.600
H 0.376709 -5.493051 1.222709  0.430
H 0.818432 -4.345693 2.488393  0.645
H 2.301874 -4.155769 0.479643  0.271
H 1.460973 -2.671515 0.949468  -0.493
C 1.790539 3.824491 0.526177  -1.476
C 1.677238 2.580538 -0.372758  1.012
C 1.151748 2.982690 -1.770851  -1.147
O 0.895574 1.611381 0.188578  0.359
H 2.337967 4.621983 0.026139  0.404
H 2.297353 3.555978 1.450338  0.255
H 0.788304 4.163274 0.774724  0.128
H 2.708900 2.170511 -0.511086  0.048
H 0.153174 3.397628 -1.666344  0.012
H 1.085460 2.106070 -2.414286  -0.031
H 1.806524 3.718465 -2.236581  0.513

Atomic forces in eV per Å
1.2 -0.4 -0.8
0.1 0.0 0.2
-0.1 0.1 -0.4
0.9 -0.1 -0.2
-0.4 0.4 0.5
0.8 -0.3 -0.3
-0.8 0.1 0.2
0.4 -0.4 -0.6
-3.0 0.5 1.2
0.1 -0.3 -0.2
0.1 0.1 0.1
-0.2 -0.1 0.2
0.0 -0.1 -0.1
-0.1 0.0 0.0
0.1 0.0 0.0
0.0 -0.1 0.0
0.1 -0.2 0.1
0.0 -0.1 0.1
-0.3 0.3 -0.6
0.0 -0.9 0.1
-0.4 1.1 -0.8
0.4 -0.4 0.8
-0.1 0.8 -0.2
0.4 -0.6 0.9
-0.3 0.6 -0.6
-0.3 0.3 -0.3
0.0 0.0 0.0
0.0 0.0 0.0
0.1 -0.1 0.0
0.0 0.0 0.0
-0.1 0.0 0.1
0.1 0.1 0.1
0.1 0.0 0.0
0.0 0.0 -0.1
-0.1 0.0 -0.2
0.0 0.1 0.2
0.0 0.0 0.1
-0.1 -0.2 0.1
0.1 -0.2 0.1
0.3 -0.2 0.5
0.0 0.0 0.0
0.1 0.0 0.0
0.0 0.1 0.0
0.0 -0.1 0.0
0.0 0.0 -0.1
0.0 -0.1 0.0
0.0 0.1 0.1
0.0 0.1 -0.1
0.1 0.0 0.0
0.0 0.0 0.1
-0.1 -0.1 0.0
-0.1 0.1 0.0
-0.8 0.0 0.8
0.9 -0.2 -1.2
0.4 0.0 0.4
-0.1 -0.1 0.2
0.0 0.2 -0.2
0.0 -0.3 0.2
0.0 0.1 -0.1
0.1 -0.2 0.0
-0.4 -0.2 0.1
-0.2 -0.3 -0.2
0.2 0.3 -0.1
-0.1 -0.3 0.0
0.2 0.2 0.0
-0.2 -0.2 0.2
-0.1 0.6 -0.6
-0.2 0.1 -0.1
0.0 -0.1 0.0
0.0 -0.2 0.1
0.0 0.2 0.1
0.2 -0.1 0.3
0.0 -0.1 0.0
0.0 0.1 0.0
-0.1 0.1 0.0
0.0 0.0 0.1
-0.1 -0.1 0.1
-0.1 0.1 -0.1
0.0 0.0 -0.1
0.0 0.0 0.1
0.0 -0.1 -0.1
0.1 0.0 0.0
0.1 0.1 -0.1
0.0 0.0 0.0
-0.1 0.1 0.0
0.0 0.1 0.0
0.0 -0.1 0.0
0.0 -0.1 0.0
0.1 0.1 0.0
0.1 0.0 0.0
-0.1 -0.1 0.0
0.0 -0.1 0.0
-0.1 0.1 0.1
0.1 0.1 0.0
0.0 0.1 0.0
0.0 0.1 0.0
0.0 -0.1 0.0
0.0 0.1 0.0
-0.1 0.0 0.0
-0.1 0.1 0.1
0.0 0.0 0.1
0.0 0.0 0.0
0.0 -0.1 0.0
0.0 0.1 0.0
0.1 0.0 0.2
0.1 -0.3 -0.3
0.1 0.3 -0.1
0.3 0.0 0.4
0.7 -0.3 -0.3
0.2 0.2 0.0
0.1 0.0 0.1
0.1 0.1 0.0
-0.1 0.2 -0.1
0.0 0.1 -0.1
0.0 -0.1 -0.1
0.1 0.1 -0.1

Computed properties:
multiplicity	5
Kohn-Sham gap (spin up / spin down)	0.215 / 0.261	Eh
charge	-1
LUMO level (spin up / spin down)	2.320 / 2.320	eV
HOMO level (spin up / spin down)	-0.1298 / -0.1760	Ha
energy relative to the best compared isomer or geometry (same formula, charge and spin)	78.9	kJ/mol
⟨S²⟩	6.0198

Entry 2:
Formula: C43H64Cl2N8Y
Source: the OMol25 dataset
Level of theory: ωB97M-V with the def2-TZVPD basis set

Each line ends with the Mulliken charge.
Element x y z (Å)
Y 0.306059 -0.115667 -0.021504  -0.842
C -3.719114 -2.013269 4.956531  -1.130
C -2.275540 -2.388921 4.611990  -1.289
C -1.591825 -1.322393 3.825942  0.831
C -0.821359 -0.291534 4.281237  0.885
C -0.402717 -0.007444 5.684408  -1.289
C -1.331535 0.987726 6.380984  -1.167
C -0.397218 0.453623 3.113717  0.256
C 0.322442 1.647314 3.142961  -1.312
C 0.791715 2.377736 2.049111  0.366
C 1.551900 3.604655 2.139380  0.567
C 2.030389 4.230966 3.406125  -1.117
C 3.298160 3.531629 3.908584  -1.118
C 1.831149 3.987892 0.858552  1.070
C 1.224874 3.000311 -0.008463  0.036
C 1.195368 3.068660 -1.397777  -0.973
C 0.506614 2.224785 -2.267309  -0.041
N -0.205934 1.122596 -1.899905  0.313
C -0.882223 0.696492 -3.012833  0.413
C -1.829384 -0.322313 -2.980653  -0.296
C -2.233188 -1.091403 -1.892653  0.259
N -1.733330 -1.018434 -0.623435  0.498
C -2.485336 -1.862712 0.143493  0.028
C -2.392771 -1.987916 1.528099  -0.834
C -1.621086 -1.206757 2.383152  -0.076
N -0.826098 -0.173774 1.981170  0.166
C -3.436395 -2.572241 -0.683933  0.733
C -3.295839 -2.074513 -1.948430  0.320
C -4.033398 -2.490160 -3.176871  -1.137
C -3.239754 -3.528889 -3.974343  -0.791
C -4.373849 -3.640559 -0.220124  -1.464
C -5.687089 -3.083478 0.337436  -1.224
C -0.505346 1.503096 -4.160018  0.248
C 0.372120 2.442335 -3.686388  0.425
C 1.063472 3.520086 -4.454236  -1.324
C 0.231293 4.804403 -4.501008  -1.173
C -0.841414 1.407909 -5.620766  -0.047
C -1.988438 0.518112 -6.082880  -1.585
N 0.641058 2.021260 0.741085  -0.023
C 2.564085 5.207463 0.410684  -1.295
C 1.601044 6.383484 0.229885  -1.245
H -4.195302 -2.835595 5.484044  0.417
H -4.291140 -1.796725 4.057197  0.237
H -3.745311 -1.131972 5.591750  0.218
H -2.275430 -3.321047 4.040652  0.373
H -1.723547 -2.567985 5.537931  0.451
H 0.616251 0.387609 5.682861  0.347
H -0.391608 -0.941343 6.251908  0.450
H -1.373556 1.922205 5.826340  0.280
H -0.977820 1.196651 7.387903  0.414
H -2.334937 0.576044 6.447325  0.242
H 0.526111 2.063842 4.120389  0.516
H 1.256252 4.173566 4.173980  0.399
H 2.246718 5.284847 3.230714  0.440
H 3.096066 2.489487 4.146591  0.199
H 3.665208 4.020993 4.806065  0.433
H 4.076603 3.569061 3.149358  0.293
H 1.693146 3.917240 -1.845326  0.401
H -2.368263 -0.509126 -3.892636  -0.030
H -3.047673 -2.714091 1.987869  0.539
H -4.225367 -1.619437 -3.804445  0.460
H -4.998399 -2.913452 -2.897686  0.456
H -2.304778 -3.104668 -4.332030  -0.089
H -3.814185 -3.860552 -4.834273  0.451
H -3.019229 -4.397846 -3.356741  0.275
H -3.888942 -4.245914 0.551176  0.444
H -4.603709 -4.299678 -1.059696  0.443
H -5.495828 -2.393942 1.156013  0.284
H -6.306779 -3.898744 0.707299  0.394
H -6.233479 -2.551493 -0.437884  0.333
H 1.255420 3.182565 -5.474550  0.431
H 2.029423 3.740108 -3.993298  0.457
H -0.707583 4.636679 -5.022860  0.314
H 0.779184 5.586205 -5.020853  0.408
H 0.005994 5.150918 -3.495360  0.262
H 0.067703 1.092653 -6.147433  0.350
H -1.056724 2.422959 -5.963160  0.386
H -1.778579 -0.538244 -5.931662  0.196
H -2.134065 0.672390 -7.150919  0.470
H -2.913921 0.787002 -5.580142  0.389
H 3.078875 5.013415 -0.532364  0.423
H 3.322287 5.475617 1.148867  0.463
H 0.824366 6.135664 -0.489612  0.289
H 2.133817 7.261781 -0.125616  0.409
H 1.122507 6.624326 1.175767  0.319
N 2.298063 -0.198784 1.792651  0.081
C 2.791261 -1.447978 2.369044  -0.543
C 3.712272 -2.133512 1.362402  -1.450
N 3.103060 -2.245940 0.038454  1.116
C 4.016674 -1.791793 -1.005021  -0.865
C 4.144331 -0.265873 -1.046351  -1.221
N 2.843820 0.378977 -1.282403  -0.123
C 2.635372 -3.600938 -0.216156  -0.907
C 1.432929 -3.961878 0.654011  -1.080
N 0.360470 -2.974145 0.486944  -0.025
H 3.101657 0.380021 1.546446  0.354
H 1.811726 0.310382 2.529920  -0.281
H 1.924909 -2.066414 2.605682  0.108
H 3.362179 -1.283816 3.297085  0.566
H 4.012769 -3.117381 1.745180  0.361
H 4.614105 -1.521331 1.288546  0.465
H 3.644510 -2.130726 -1.974205  0.502
H 5.023300 -2.224477 -0.871463  0.306
H 4.875585 -0.014964 -1.828128  0.607
H 4.542701 0.101049 -0.097916  0.376
H 2.627205 0.304912 -2.276555  0.262
H 2.932705 1.377015 -1.092932  0.129
H 3.437055 -4.337123 -0.039096  0.385
H 2.329824 -3.675557 -1.259856  0.290
H 1.735476 -3.995714 1.699953  0.327
H 1.106275 -4.973506 0.377791  0.541
H -0.259411 -3.014584 1.293799  0.081
H -0.205091 -3.245468 -0.316864  0.102
Cl 0.929210 -1.743813 -2.403541  0.262
C 0.609307 -2.949350 -3.695852  -0.642
Cl 0.350285 -2.127456 -5.233963  -0.111
H -0.294217 -3.501145 -3.439348  0.296
H 1.478347 -3.600821 -3.782713  0.471

Atomic forces in eV per Å
1.3 -0.7 0.5
0.1 -0.2 0.0
-0.1 0.1 0.0
0.2 0.1 0.1
0.0 -0.3 -0.1
-0.2 0.2 0.1
0.2 -0.1 0.0
0.0 0.0 0.0
-0.1 0.0 -0.1
-0.1 0.0 0.0
0.0 0.1 -0.2
0.1 -0.1 -0.1
-0.1 0.2 0.0
0.1 -0.2 0.3
0.0 0.1 0.0
-0.1 -0.1 0.2
0.0 -0.1 -0.2
-0.3 0.2 -0.1
-0.1 0.2 0.0
-0.1 0.0 0.1
-0.1 0.0 0.0
-0.4 0.1 0.0
0.0 0.0 -0.2
0.1 0.2 0.0
-0.1 -0.1 -0.1
-0.2 0.3 0.0
0.1 0.0 -0.2
0.0 0.0 0.3
0.2 -0.1 0.0
-0.2 0.1 0.0
-0.1 0.2 0.1
0.1 -0.2 0.0
0.3 0.1 0.2
0.0 -0.2 0.0
-0.2 0.1 0.0
0.2 0.0 -0.1
-0.1 -0.1 -0.1
0.1 0.1 0.0
-0.2 0.1 0.1
-0.2 0.1 0.0
0.2 0.0 0.0
-0.1 0.0 0.1
-0.1 0.0 -0.1
0.0 0.1 0.0
0.1 0.0 0.1
0.0 -0.1 -0.1
0.0 -0.1 0.1
0.1 0.0 0.0
-0.1 0.1 0.0
0.0 0.1 0.1
-0.1 0.1 0.0
0.0 0.0 0.0
0.0 0.1 0.0
-0.1 0.0 0.1
0.0 -0.1 0.0
0.1 0.0 0.1
0.1 0.0 0.0
0.0 0.1 0.0
0.0 -0.1 -0.1
0.0 -0.1 0.1
-0.1 0.0 0.0
-0.1 0.1 0.0
0.1 0.0 -0.1
0.0 -0.1 -0.2
0.0 -0.1 0.1
0.0 -0.1 -0.1
0.1 -0.1 0.1
0.0 0.1 0.1
-0.1 0.0 0.0
-0.1 0.1 0.0
0.1 0.0 0.0
0.0 -0.1 -0.1
-0.1 0.0 0.0
0.0 0.1 -0.1
-0.1 0.1 0.1
0.0 0.1 0.0
0.1 0.0 -0.1
-0.1 0.0 0.1
-0.1 0.0 0.0
-0.2 -0.1 0.0
0.1 0.0 0.0
0.1 -0.1 -0.1
-0.1 0.0 -0.1
0.0 0.1 0.0
-0.1 0.1 0.1
-0.1 0.1 0.1
0.3 -0.2 -0.1
-0.4 0.2 0.2
0.2 -0.2 -0.3
0.1 0.3 0.1
0.0 -0.4 0.0
-0.1 0.1 -0.1
-0.1 -0.1 0.2
0.3 0.0 -0.3
-0.2 0.0 0.1
-0.2 0.0 -0.1
0.2 0.0 -0.2
0.0 0.0 0.1
-0.2 -0.1 -0.1
0.1 0.1 0.0
0.1 -0.1 0.0
0.0 0.0 0.1
-0.1 0.0 -0.1
-0.1 0.0 0.2
0.0 0.0 -0.1
-0.1 0.1 0.2
-0.1 -0.1 -0.1
-0.1 0.0 -0.1
0.1 0.0 0.0
-0.1 0.0 0.0
0.0 0.1 0.1
0.0 0.0 -0.2
0.0 0.2 0.2
0.5 -0.7 -0.8
-0.2 0.1 -0.1
0.1 -0.2 0.1
0.1 0.1 0.0
-0.1 0.2 0.1

Computed properties:
Kohn-Sham gap	0.213	Eh
charge	+1
LUMO level	-3.269	eV
HOMO level	-0.3330	Ha

> Among the records above, which one has the highest charge?

C43H64Cl2N8Y

> What is the formula in the first record?

C43H63BrCrN2O5P

> Look up the charge of the second one.

+1